(1)
This record from the Open Molecules 2025 dataset describes a cluster of 2 separate species, C3H7N3O in total at a distorted geometry. The level of theory is ωB97M-V/def2-TZVPD.

Cartesian coordinates (Å):
C: 1.04 1.75 -0.09
C: 1.10 3.12 0.13
C: -1.44 -2.79 0.82
N: 0.86 0.58 -0.26
N: 0.67 -0.61 -0.49
N: -1.46 -1.47 0.59
O: -2.15 -0.57 0.74
H: 1.90 3.51 -0.62
H: 1.55 3.48 1.03
H: 0.15 3.62 0.12
H: -0.44 -3.21 1.11
H: -1.49 -3.07 -0.26
H: -2.36 -3.20 1.46
H: 1.35 -1.40 -0.11

LUMO level (alpha / beta)	-11.50 / -11.33	eV
net charge	+2
relative energy (zero: lowest compared OMol25 entry of this formula, charge and spin)	197.2	kcal/mol
HOMO (alpha / beta)	-19.584 / -19.623	eV

---

(2)
This record from the Open Molecules 2025 dataset describes a cluster of 2 separate species, CH4Cl2SSi in total at a distorted geometry. The level of theory is ωB97M-V/def2-TZVPD.

Cartesian coordinates (Å):
C: 0.00 -0.80 -0.11
Si: -1.70 -0.07 0.01
S: -0.54 3.04 -0.29
Cl: -2.66 -0.14 1.87
Cl: -2.99 -0.38 -1.45
H: -0.01 -1.04 -1.22
H: 0.80 -0.07 -0.16
H: 0.30 -1.67 0.41
H: -1.72 3.36 -0.54

LUMO level	-1.41	eV
relative energy (zero: lowest compared OMol25 entry of this formula, charge and spin)	13.2	kcal/mol
HOMO	-8.285	eV

---

(3)
This record from the Open Molecules 2025 dataset describes the molecule C2H3N3OS at a distorted geometry. The level of theory is ωB97M-V/def2-TZVPD.

Cartesian coordinates (Å):
O: -0.56 1.45 2.29
C: -0.12 0.85 1.36
N: 1.11 0.27 1.24
C: 1.15 -0.37 0.10
N: -0.02 -0.26 -0.60
S: -0.19 -0.41 -2.24
N: -0.80 0.62 0.15
H: 1.99 -0.92 -0.35
H: -0.71 -1.74 -2.10
H: -1.84 0.50 0.14

LUMO level	0.11	eV
structure (SMILES)	O=c1ncn(S)[nH]1
relative energy (zero: lowest compared OMol25 entry of this formula, charge and spin)	18.6	kcal/mol
HOMO	-9.308	eV

---

(4)
This record from the Open Molecules 2025 dataset describes the molecule C4H7NO. The level of theory is ωB97M-V/def2-TZVPD.

Cartesian coordinates (Å):
O: -1.78 0.25 0.83
C: -0.92 0.27 -0.29
C: 0.35 1.15 -0.35
C: 1.22 -0.06 -0.84
N: 1.01 -0.97 0.44
C: -0.04 -0.92 -0.58
H: -1.30 0.57 1.60
H: -1.56 0.46 -1.16
H: 0.67 1.60 0.61
H: 0.29 1.96 -1.08
H: 0.80 -0.61 1.37
H: 1.59 -1.80 0.45
H: -0.34 -1.88 -1.00

LUMO level	0.56	eV
relative energy (zero: lowest compared OMol25 entry of this formula, charge and spin)	112.6	kcal/mol
HOMO	-7.680	eV

---

(5)
This record from the Open Molecules 2025 dataset describes the molecule C19H34N2O2. The level of theory is ωB97M-V/def2-TZVPD.

Cartesian coordinates (Å):
C: -2.14 -3.08 -1.53
C: -2.87 -2.09 -0.61
C: -4.13 -2.72 -0.04
C: -1.91 -1.63 0.49
C: -2.43 -0.46 1.33
N: -2.81 0.70 0.56
C: -4.11 0.99 0.31
O: -5.05 0.35 0.71
C: -4.15 2.25 -0.52
C: -2.71 2.47 -0.95
C: -1.88 1.72 0.11
C: -1.51 2.65 1.27
C: -0.65 1.07 -0.57
O: -0.67 0.73 -1.73
N: 0.43 0.90 0.22
C: 1.68 0.33 -0.26
C: 2.67 1.48 -0.53
C: 3.93 1.06 -1.30
C: 5.19 0.91 -0.43
C: 5.02 0.18 0.90
C: 4.65 -1.30 0.82
C: 3.28 -1.63 0.24
C: 2.13 -0.75 0.73
H: -1.81 -3.95 -0.96
H: -1.27 -2.61 -1.98
H: -2.80 -3.41 -2.32
H: -3.15 -1.22 -1.21
H: -4.74 -3.12 -0.84
H: -3.88 -3.52 0.64
H: -4.73 -1.97 0.48
H: -0.97 -1.34 0.02
H: -1.70 -2.46 1.16
H: -3.33 -0.78 1.87
H: -1.67 -0.18 2.07
H: -4.53 3.07 0.10
H: -4.84 2.13 -1.36
H: -2.52 2.00 -1.92
H: -2.43 3.52 -1.01
H: -0.74 3.36 0.97
H: -1.18 2.10 2.15
H: -2.40 3.22 1.56
H: 0.43 1.24 1.17
H: 1.44 -0.15 -1.22
H: 2.12 2.21 -1.13
H: 2.93 1.96 0.41
H: 4.15 1.83 -2.05
H: 3.73 0.14 -1.85
H: 5.57 1.91 -0.21
H: 5.95 0.40 -1.03
H: 5.98 0.25 1.42
H: 4.30 0.71 1.52
H: 4.69 -1.69 1.84
H: 5.41 -1.83 0.24
H: 3.31 -1.60 -0.85
H: 3.06 -2.67 0.51
H: 2.40 -0.28 1.68
H: 1.26 -1.38 0.92

LUMO level	0.54	eV
structure (SMILES)	CC(C)CCN1C(=O)CC[C@]1(C)C(=O)NC1CCCCCCC1
relative energy (zero: lowest compared OMol25 entry of this formula, charge and spin)	4.4	kcal/mol
HOMO	-9.133	eV

---

(6)
This record from the Open Molecules 2025 dataset describes a cluster of 30 separate species, C30H111Cl2N2O30S2 in total at a distorted geometry. The level of theory is ωB97M-V/def2-TZVPD.

Cartesian coordinates (Å):
C: -0.74 -4.13 2.76
C: 0.38 -3.84 3.10
C: 1.75 -3.49 3.46
C: 2.13 -2.21 2.71
C: 2.79 -2.55 1.41
N: 2.96 -1.33 0.53
C: 3.97 -1.67 -0.52
C: 3.85 -0.88 -1.82
C: 2.43 -0.51 -2.27
S: 2.26 -0.77 -4.06
C: 0.53 -0.68 -4.50
S: 0.24 0.13 -5.88
N: -0.50 -1.28 -3.78
C: -1.38 -0.30 -3.13
C: -0.78 0.48 -1.95
C: -1.72 1.59 -1.47
C: -2.77 1.19 -0.44
C: -3.68 2.41 -0.13
C: -3.77 2.80 1.36
C: -5.22 2.91 1.85
C: -5.82 1.54 2.22
C: -0.17 -2.53 -3.07
C: -1.23 -3.00 -2.08
C: -2.51 -3.43 -2.81
C: -3.68 -3.83 -1.88
C: -3.62 -3.26 -0.47
C: -4.76 -3.76 0.42
C: -4.46 -3.57 1.91
C: -3.83 -2.20 2.23
C: 3.27 -0.15 1.46
C: 4.05 0.96 0.82
Cl: 5.79 0.86 0.91
C: 3.46 1.99 0.21
C: 1.99 2.23 0.08
Cl: 4.44 3.20 -0.52
C: 3.90 -0.62 2.78
O: 2.98 -1.40 3.52
H: -1.76 -4.27 2.52
H: 2.42 -4.31 3.21
H: 1.79 -3.28 4.53
H: 1.21 -1.65 2.50
H: 2.18 -3.26 0.87
H: 3.76 -3.02 1.54
H: 2.04 -1.15 0.12
H: 3.86 -2.73 -0.73
H: 4.95 -1.54 -0.08
H: 4.32 -1.48 -2.60
H: 4.44 0.03 -1.79
H: 2.28 0.55 -2.09
H: 1.62 -1.03 -1.75
H: -1.58 0.46 -3.89
H: -2.35 -0.72 -2.89
H: -0.49 -0.18 -1.13
H: 0.09 0.99 -2.37
H: -2.19 2.07 -2.33
H: -1.09 2.36 -1.01
H: -3.37 0.37 -0.83
H: -2.26 0.89 0.48
H: -3.30 3.26 -0.69
H: -4.68 2.22 -0.52
H: -3.33 3.79 1.50
H: -3.24 2.09 1.99
H: -5.23 3.57 2.71
H: -5.83 3.40 1.09
H: -6.11 1.49 3.27
H: -5.07 0.77 2.04
H: -6.67 1.30 1.59
H: 0.80 -2.52 -2.58
H: -0.10 -3.31 -3.82
H: -1.41 -2.27 -1.29
H: -0.82 -3.88 -1.60
H: -2.81 -2.69 -3.55
H: -2.24 -4.31 -3.39
H: -4.60 -3.45 -2.33
H: -3.80 -4.91 -1.82
H: -3.68 -2.17 -0.53
H: -2.66 -3.47 0.01
H: -4.89 -4.82 0.22
H: -5.69 -3.23 0.18
H: -3.73 -4.34 2.17
H: -5.36 -3.71 2.50
H: -4.06 -1.89 3.25
H: -4.17 -1.43 1.55
H: -2.74 -2.27 2.17
H: 2.31 0.28 1.73
H: 1.80 3.29 -0.05
H: 1.45 1.93 0.97
H: 1.57 1.69 -0.76
H: 4.83 -1.15 2.58
H: 4.09 0.28 3.35
O: -7.38 -3.99 3.40
H: -7.44 -3.06 3.64
H: -7.46 -4.47 4.24
O: 7.37 4.07 -2.96
H: 7.36 4.82 -3.58
H: 6.49 4.11 -2.55
O: -9.20 -6.15 2.53
H: -8.44 -5.57 2.50
H: -9.06 -6.81 1.85
O: 4.00 2.24 -4.77
H: 3.52 1.46 -4.44
H: 3.48 2.98 -4.44
O: 3.57 3.89 2.95
H: 4.34 4.47 2.94
H: 3.84 3.14 2.41
O: -2.28 -5.97 5.62
H: -2.01 -5.62 4.77
H: -2.34 -5.19 6.19
O: 6.57 0.98 -2.33
H: 6.22 1.20 -1.46
H: 6.91 1.80 -2.71
O: -3.98 5.01 3.95
H: -4.20 5.05 4.89
H: -3.70 5.90 3.73
O: 6.42 4.17 2.07
H: 7.17 4.35 1.49
H: 6.04 3.36 1.70
O: 9.49 3.17 2.02
H: 10.14 2.75 2.60
H: 8.66 2.76 2.27
O: -4.17 5.11 -1.82
H: -4.14 5.41 -2.74
H: -3.94 5.89 -1.32
O: 3.88 -2.09 6.20
H: 4.69 -1.61 6.40
H: 3.77 -2.05 5.25
O: -2.39 5.93 -3.90
H: -2.51 6.16 -4.84
H: -1.79 5.18 -3.91
O: -11.97 -7.85 2.34
H: -11.12 -7.42 2.28
H: -12.37 -7.76 1.47
O: -3.50 7.56 -6.03
H: -3.65 8.41 -6.48
H: -4.28 7.46 -5.47
O: -7.22 -5.51 6.02
H: -6.51 -6.06 6.38
H: -8.03 -6.02 6.18
O: 1.41 -4.47 -0.88
H: 1.40 -5.42 -1.04
H: 0.96 -4.37 -0.03
O: 3.08 -6.68 2.64
H: 3.75 -7.17 3.14
H: 2.27 -7.18 2.77
O: -9.85 -7.80 4.83
H: -10.81 -7.86 4.92
H: -9.70 -7.10 4.18
O: 3.72 1.78 -7.87
H: 3.89 1.86 -6.92
H: 2.86 2.18 -7.99
O: 5.11 5.03 -4.81
H: 4.50 4.89 -5.54
H: 5.55 4.19 -4.68
O: 3.15 6.10 -6.68
H: 2.72 6.36 -5.86
H: 3.47 6.93 -7.05
O: 3.94 5.62 5.85
H: 3.77 4.92 5.21
H: 4.77 6.02 5.56
O: -3.86 -6.90 1.18
H: -3.91 -7.85 1.02
H: -4.24 -6.78 2.05
O: -2.42 -3.99 7.91
H: -2.62 -3.27 8.52
H: -1.62 -4.39 8.27
O: -3.06 10.11 -7.38
H: -2.27 10.65 -7.29
H: -3.26 10.12 -8.32
O: 8.52 6.49 -4.49
H: 8.56 7.32 -4.02
H: 9.32 6.02 -4.21
O: 11.27 5.62 -4.23
H: 12.04 6.20 -4.16
H: 11.61 4.81 -4.63
O: 7.83 3.19 -0.29
H: 7.83 3.30 -1.26
H: 8.42 2.44 -0.15

LUMO level	-2.62	eV
net charge	+1
HOMO	-10.410	eV

---

Please write out number 3 again, unchanged.
This record from the Open Molecules 2025 dataset describes the molecule C2H3N3OS at a distorted geometry. The level of theory is ωB97M-V/def2-TZVPD.

Cartesian coordinates (Å):
O: -0.56 1.45 2.29
C: -0.12 0.85 1.36
N: 1.11 0.27 1.24
C: 1.15 -0.37 0.10
N: -0.02 -0.26 -0.60
S: -0.19 -0.41 -2.24
N: -0.80 0.62 0.15
H: 1.99 -0.92 -0.35
H: -0.71 -1.74 -2.10
H: -1.84 0.50 0.14

LUMO level	0.11	eV
structure (SMILES)	O=c1ncn(S)[nH]1
relative energy (zero: lowest compared OMol25 entry of this formula, charge and spin)	18.6	kcal/mol
HOMO	-9.308	eV